Computed, not measured: one molecule with the formula C5H10O2, with ωB97M-V/def2-TZVPD.

LUMO level = 0.037 hartree
largest force on an atom = 0.38 eV/Å
relative energy (zero: lowest compared OMol25 entry of this formula, charge and spin) = 242.4 kJ/mol
SMILES string = CO[C@H]1CO[C@H]1C
charge = 0

```
17
C5H10O2, DFT ωB97M-V/def2-TZVPD
C -1.09 -2.04 -0.13
O -0.13 -1.09 -0.49
C -0.57 0.23 -0.40
C -0.83 0.81 1.00
O 0.21 1.78 0.85
C 0.59 1.25 -0.44
C 1.99 0.66 -0.42
H -1.45 -1.89 0.90
H -1.95 -2.04 -0.81
H -0.60 -3.02 -0.18
H -1.37 0.43 -1.13
H -0.63 0.10 1.82
H -1.81 1.28 1.15
H 0.50 2.02 -1.21
H 2.31 0.39 -1.43
H 2.68 1.40 0.00
H 2.02 -0.24 0.20
```

Computed, not measured: one molecule with the formula C5H10O2 at a distorted geometry, with ωB97M-V/def2-TZVPD.

LUMO level = 0.032 hartree
largest force on an atom = 2.70 eV/Å
relative energy (zero: lowest compared OMol25 entry of this formula, charge and spin) = 253.9 kJ/mol
SMILES string = COC[C@@H](C)C=O
charge = 0

```
17
C5H10O2, DFT ωB97M-V/def2-TZVPD
C 2.66 -0.43 0.40
O 1.53 0.23 -0.10
C 0.33 -0.49 0.09
C -0.87 0.29 -0.49
C -2.16 -0.51 -0.27
C -0.92 1.75 -0.16
O -1.45 2.44 -1.01
H 2.62 -0.56 1.50
H 3.53 0.17 0.15
H 2.78 -1.43 -0.05
H 0.19 -0.68 1.18
H 0.41 -1.49 -0.37
H -1.01 0.66 -1.56
H -3.02 0.09 -0.59
H -2.13 -1.40 -0.91
H -2.33 -0.85 0.76
H -0.43 2.21 0.71
```

Computed, not measured: one molecule with the formula C5H10O2 at a distorted geometry, with ωB97M-V/def2-TZVPD.

LUMO level = 0.030 hartree
largest force on an atom = 1.18 eV/Å
relative energy (zero: lowest compared OMol25 entry of this formula, charge and spin) = 194.8 kJ/mol
SMILES string = CC[C@@H](O)CC=O
charge = 0

```
17
C5H10O2, DFT ωB97M-V/def2-TZVPD
C -2.33 -0.72 -0.36
C -1.32 0.45 -0.49
C -0.03 0.15 0.37
O 0.28 -1.19 0.09
C 1.33 0.92 0.12
C 2.69 0.07 0.34
O 2.75 -1.09 0.70
H -3.20 -0.58 -1.02
H -1.85 -1.66 -0.62
H -2.72 -0.82 0.67
H -1.05 0.54 -1.55
H -1.83 1.38 -0.21
H -0.37 0.29 1.42
H 1.16 -1.35 0.46
H 1.45 1.78 0.79
H 1.32 1.31 -0.91
H 3.71 0.52 0.21
```